Record 1
{
  "formula": "C11H19Cl3IrO2",
  "method": "wB97M-V/def2-TZVPD",
  "total_charge": -2,
  "multiplicity": 6,
  "e_homo_ev": [0.50, -0.69],
  "lumo_ev": [4.752, 4.555],
  "s2": 8.78,
  "relative_energy_kcal_mol": 14.51,
  "total_energy_ha": -2065.761363,
  "symbols": ["Ir", "Cl", "Cl", "Cl", "O", "O", "C", "C", "C", "C", "C", "C", "C", "C", "C", "C", "C", "H", "H", "H", "H", "H", "H", "H", "H", "H", "H", "H", "H", "H", "H", "H", "H", "H", "H", "H"],
  "coordinates": [[-0.105, -0.122, -0.424], [-1.976, 0.665, 0.807], [-0.068, 0.915, 4.035], [0.499, -1.477, 1.487], [0.823, -1.702, -1.165], [-1.526, -1.520, -0.925], [3.669, 0.061, -0.722], [1.596, 0.699, -3.153], [0.673, 2.068, 0.136], [0.322, 1.707, -1.256], [-0.033, 3.080, 0.923], [1.550, 1.131, -1.822], [2.436, 0.840, -0.663], [-0.838, 2.191, -1.982], [1.901, 1.480, 0.489], [-2.198, -2.324, 0.015], [2.623, 1.658, 1.759], [-1.706, 2.209, -1.328], [-1.839, -3.334, -0.086], [3.564, -0.822, -1.382], [-0.122, -2.003, -1.284], [-2.000, -2.005, 1.013], [3.376, 2.461, 1.686], [0.540, 4.025, 0.840], [-0.648, 3.193, -2.364], [2.462, 0.145, -3.532], [3.984, -0.296, 0.274], [-1.054, 3.286, 0.551], [3.151, 0.741, 2.048], [-0.093, 2.803, 1.994], [0.764, 0.893, -3.774], [-1.063, 1.501, -2.798], [1.927, 1.877, 2.575], [-3.266, -2.353, -0.172], [1.265, -1.805, -2.050], [4.484, 0.688, -1.126]],
  "forces_ev_per_angstrom": [[-1.6, 2.7, 2.6], [-1.5, 0.8, 0.7], [0.1, 0.4, 0.5], [0.6, -0.3, 0.9], [3.7, -4.5, -3.6], [-0.9, -1.6, -1.1], [0.9, -0.6, -0.2], [1.4, -0.5, 0.8], [0.4, 0.0, -1.0], [2.6, 1.5, 1.7], [-0.6, 0.8, 0.8], [-0.2, -0.9, 1.1], [-1.4, 1.2, -1.1], [-0.7, 0.6, -0.7], [0.0, 0.4, -1.3], [0.2, 0.2, -0.8], [0.1, -0.1, 0.8], [-0.1, 0.1, 0.0], [0.2, -0.8, 0.1], [0.1, 0.3, 0.2], [-0.9, -1.0, -0.2], [-0.1, 0.3, 0.8], [-0.1, 0.0, 0.0], [-0.1, -0.1, 0.1], [-0.2, 0.3, -0.4], [-0.3, 0.3, 0.0], [-0.2, 0.1, -0.4], [0.5, -0.2, 0.2], [-0.1, 0.1, 0.0], [-0.1, 0.0, -0.4], [-0.6, 0.1, -0.7], [-0.1, 0.2, -0.2], [0.1, -0.1, 0.0], [-0.5, 0.2, -0.1], [-0.6, 0.6, 1.1], [0.0, -0.3, 0.0]]
}

Record 2
{
  "formula": "CHN3O4",
  "method": "wB97M-V/def2-TZVPD",
  "multiplicity": 1,
  "e_homo_ev": [-9.06, -8.99],
  "lumo_ev": [-0.718, -0.960],
  "relative_energy_kcal_mol": 7.44,
  "total_energy_ha": -503.704464,
  "symbols": ["O", "O", "O", "O", "N", "N", "N", "C", "H"],
  "coordinates": [[2.639, -1.197, 0.423], [2.004, -2.121, 2.966], [1.467, -0.139, 2.148], [-0.774, -2.348, 0.894], [2.334, -0.107, 0.109], [-0.193, -0.363, -0.243], [1.973, -1.198, 2.239], [-0.583, -1.326, 0.380], [-0.411, 0.564, -0.147]],
  "forces_ev_per_angstrom": [[-0.3, 4.1, -2.7], [-0.5, -0.4, 1.4], [-1.1, 0.6, 2.1], [-0.3, 0.0, 0.1], [1.6, -4.3, 0.4], [0.1, -2.7, -0.4], [0.7, -0.1, -1.0], [0.5, 0.3, -0.3], [-0.7, 2.4, 0.4]]
}

Record 3
{
  "formula": "C27H21InN10O3Se",
  "method": "wB97M-V/def2-TZVPD",
  "total_charge": 2,
  "multiplicity": 1,
  "e_homo_ev": -13.86,
  "lumo_ev": -5.795,
  "relative_energy_kcal_mol": 7.89,
  "total_energy_ha": -4406.016723,
  "symbols": ["In", "Se", "O", "O", "O", "N", "N", "N", "N", "N", "N", "N", "N", "N", "N", "C", "C", "C", "C", "C", "C", "C", "C", "C", "C", "C", "C", "C", "C", "C", "C", "C", "C", "C", "C", "C", "C", "C", "C", "C", "C", "C", "H", "H", "H", "H", "H", "H", "H", "H", "H", "H", "H", "H", "H", "H", "H", "H", "H", "H", "H", "H", "H"],
  "coordinates": [[0.159, 0.058, -0.041], [-2.484, 7.118, -2.222], [-1.519, -1.064, 0.900], [1.675, -0.124, 1.479], [0.074, -2.560, 1.417], [-1.404, 1.092, -1.314], [0.243, -1.912, -1.347], [0.810, 2.254, -0.311], [-0.930, 1.614, 1.760], [2.310, -1.231, 3.325], [-1.049, -1.139, 5.162], [-2.890, -1.663, 3.185], [-0.973, 6.578, -1.449], [-3.111, 5.463, -2.414], [2.174, -0.102, -1.302], [2.581, -1.480, -1.300], [3.152, -4.204, -1.459], [-2.208, 4.661, -1.924], [-1.028, 5.276, -1.390], [0.035, 4.454, -0.822], [-1.039, -2.074, 1.550], [1.917, 2.774, 0.208], [1.803, -3.774, -1.516], [-1.337, 2.438, -1.354], [-1.981, -2.707, 2.586], [3.872, -1.910, -1.239], [-3.477, 2.564, -2.428], [1.461, -0.421, 2.705], [-0.744, -2.769, -1.523], [2.157, 4.143, 0.236], [0.713, -4.648, -1.708], [-3.537, 1.188, -2.386], [-0.126, 3.073, -0.810], [1.205, 4.993, -0.286], [1.518, -2.404, -1.391], [-0.556, -4.140, -1.746], [4.155, -3.295, -1.300], [-2.481, 0.492, -1.815], [-2.355, 3.208, -1.905], [-0.361, -0.572, 4.423], [0.313, 0.099, 3.386], [-0.439, 0.984, 2.600], [-2.944, -0.870, 2.538], [-4.384, 0.646, -2.783], [2.931, 0.514, -1.032], [3.073, 4.520, 0.668], [-1.751, -2.385, -1.443], [0.892, -5.709, -1.829], [3.373, -5.260, -1.550], [1.906, 0.157, -2.251], [-1.400, -3.144, 3.391], [-3.831, -2.006, 3.359], [2.234, -1.431, 4.307], [-4.274, 3.155, -2.859], [1.342, 6.067, -0.283], [-2.506, -0.585, -1.758], [-2.596, -3.473, 2.120], [-2.480, -1.340, 4.086], [5.185, -3.622, -1.256], [3.039, -1.672, 2.790], [2.621, 2.077, 0.647], [-1.415, -4.775, -1.910], [4.685, -1.197, -1.174]],
  "forces_ev_per_angstrom": [[-0.1, -0.2, -0.3], [0.0, 0.0, 0.0], [0.3, 0.0, 0.2], [0.1, 0.0, 0.1], [-0.4, 0.2, 0.0], [-0.2, 0.1, 0.0], [0.0, -0.2, -0.1], [0.0, 0.2, 0.2], [-0.2, 0.2, 0.2], [0.0, 0.1, 0.0], [0.3, 0.2, 0.1], [-0.1, -0.2, -0.2], [-0.2, 0.1, -0.1], [0.0, 0.2, 0.0], [0.0, -0.1, -0.2], [-0.1, 0.1, 0.0], [0.0, 0.0, 0.0], [0.0, -0.2, 0.0], [0.1, -0.2, 0.1], [0.0, 0.1, 0.0], [0.2, -0.3, 0.2], [0.0, 0.0, 0.0], [0.0, -0.1, 0.0], [0.2, 0.0, 0.0], [-0.2, 0.3, 0.0], [0.0, 0.0, 0.0], [0.0, 0.0, 0.0], [0.0, -0.1, 0.0], [0.0, 0.0, 0.0], [0.0, 0.0, 0.0], [0.0, 0.0, 0.0], [0.0, 0.0, 0.0], [0.0, -0.2, -0.1], [0.0, 0.0, 0.0], [0.0, 0.1, 0.0], [0.0, 0.0, 0.0], [0.0, 0.0, 0.0], [0.0, 0.0, 0.0], [0.0, 0.1, 0.0], [0.0, 0.0, 0.1], [-0.1, -0.1, 0.0], [0.2, 0.1, -0.1], [0.0, 0.1, -0.1], [0.0, 0.0, 0.0], [0.0, 0.0, 0.1], [0.0, 0.0, 0.0], [0.0, 0.0, 0.0], [0.0, 0.0, 0.0], [0.0, 0.0, 0.0], [0.0, 0.1, 0.0], [0.0, 0.0, 0.0], [-0.1, -0.1, 0.0], [0.0, 0.0, 0.0], [0.0, 0.0, 0.0], [0.0, 0.0, 0.0], [0.0, 0.0, 0.0], [0.0, 0.0, -0.1], [0.0, -0.1, -0.1], [0.0, 0.0, 0.0], [0.0, 0.0, 0.0], [0.0, 0.0, 0.0], [0.0, 0.0, 0.0], [0.0, 0.0, 0.0]]
}

Record 4
{
  "formula": "C12H18IN2OP",
  "method": "wB97M-V/def2-TZVPD",
  "multiplicity": 1,
  "e_homo_ev": -8.00,
  "lumo_ev": 0.147,
  "total_energy_ha": -1291.772444,
  "symbols": ["I", "P", "O", "N", "N", "C", "C", "C", "C", "C", "C", "C", "C", "C", "C", "C", "C", "H", "H", "H", "H", "H", "H", "H", "H", "H", "H", "H", "H", "H", "H", "H", "H", "H", "H"],
  "coordinates": [[-4.981, -1.116, 0.252], [-1.907, -0.029, -0.814], [0.594, 0.057, -3.056], [3.384, -0.117, 1.038], [-1.400, -0.980, -2.245], [4.051, -0.371, 2.241], [1.931, -0.014, 0.761], [-1.460, -1.068, 0.678], [-0.429, -0.397, -2.745], [5.619, -0.024, 0.481], [4.254, 0.099, -0.044], [-4.491, 2.500, -2.060], [0.003, -1.723, 0.542], [-3.765, 0.179, -1.007], [5.489, -0.329, 1.942], [1.065, -1.101, 1.544], [-4.216, 1.692, -0.722], [-5.606, 2.487, -2.252], [1.727, -1.897, 2.002], [1.809, -0.124, -0.350], [-1.514, -0.395, 1.587], [0.369, -1.727, -0.526], [-4.164, 3.562, -1.874], [1.557, 0.999, 1.083], [-2.160, -1.927, 0.871], [-0.097, -2.816, 0.826], [-5.175, 1.657, -0.138], [-4.006, 2.050, -2.969], [3.554, -0.541, 3.229], [6.341, -0.466, 2.653], [6.586, 0.079, -0.070], [0.514, -0.595, 2.386], [-3.414, 2.139, -0.071], [3.956, 0.335, -1.095], [-4.017, -0.078, -2.081]],
  "forces_ev_per_angstrom": [[0.2, 0.0, -0.3], [0.3, 0.9, 0.2], [-0.5, 0.1, -0.7], [0.2, 0.2, -1.1], [0.1, 0.9, -0.1], [2.7, 0.3, -1.3], [-0.4, -0.1, 1.2], [0.1, -1.2, 0.1], [0.0, -1.0, 1.4], [-2.5, -0.2, 1.3], [3.2, -0.5, 2.1], [-0.3, 0.0, 0.7], [-0.2, -0.6, 0.8], [-0.5, 0.2, -0.6], [-2.2, 0.5, -1.6], [0.0, 0.4, -0.9], [0.1, -0.8, -0.2], [1.2, 0.1, 0.1], [-0.7, 0.9, -0.7], [0.1, 0.1, 1.2], [0.0, -0.6, -1.2], [-0.3, 0.1, 1.2], [-0.4, -1.1, -0.6], [0.4, -0.8, -0.5], [0.4, 1.0, -0.3], [-0.1, 1.2, -0.4], [1.1, 0.1, -0.5], [-0.2, 0.6, 1.0], [0.4, 0.2, -1.4], [-1.2, 0.1, -0.8], [-1.3, -0.1, 0.5], [0.6, -0.6, -0.7], [-0.9, -0.1, -0.7], [-0.1, -0.3, 1.4], [0.3, 0.1, 1.3]]
}

Record 5
{
  "formula": "C5H6O2",
  "method": "wB97M-V/def2-TZVPD",
  "multiplicity": 1,
  "e_homo_ev": -10.33,
  "lumo_ev": 0.845,
  "relative_energy_kcal_mol": 47.82,
  "total_energy_ha": -344.525701,
  "smiles": "C#C[C@@H](C)OC=O",
  "symbols": ["O", "O", "C", "C", "C", "C", "C", "H", "H", "H", "H", "H", "H"],
  "coordinates": [[-3.035, 0.119, -1.139], [-1.208, 0.592, 0.030], [0.950, 1.364, 0.610], [0.648, -0.997, -0.083], [0.031, 0.147, 0.613], [-1.969, -0.227, -0.721], [1.167, -1.918, -0.660], [-1.513, -1.209, -0.916], [1.156, 1.665, -0.421], [1.620, -2.729, -1.193], [0.453, 2.193, 1.121], [-0.195, -0.145, 1.647], [1.895, 1.145, 1.112]],
  "forces_ev_per_angstrom": [[0.3, -0.1, 0.1], [-0.1, 0.0, -0.1], [0.0, 0.1, 0.0], [0.2, -0.4, -0.3], [0.2, 0.0, 0.1], [-0.2, 0.0, -0.1], [-0.2, 0.4, 0.2], [-0.1, 0.1, 0.0], [0.0, -0.1, 0.1], [-0.1, 0.2, 0.2], [0.1, -0.1, 0.0], [0.1, 0.0, -0.2], [-0.1, 0.0, -0.1]]
}

Record 6
{
  "formula": "C4H7NO2",
  "method": "wB97M-V/def2-TZVPD",
  "multiplicity": 1,
  "e_homo_ev": [-7.84, -7.84],
  "lumo_ev": [0.151, 0.150],
  "relative_energy_kcal_mol": 82.08,
  "total_energy_ha": -361.750061,
  "symbols": ["O", "O", "N", "C", "C", "C", "C", "H", "H", "H", "H", "H", "H", "H"],
  "coordinates": [[2.103, 0.647, 1.123], [-0.221, 0.022, 2.595], [-0.549, -0.469, -0.778], [0.768, -0.032, -0.805], [-1.074, -0.702, 0.396], [0.035, -0.574, 1.370], [1.152, 0.121, 0.550], [0.602, 0.505, 2.789], [-0.733, 1.974, -2.751], [-2.104, -0.994, 0.519], [-0.503, 1.414, -3.181], [0.418, -1.615, 1.480], [-1.091, -0.679, -1.604], [1.196, 0.384, -1.705]],
  "forces_ev_per_angstrom": [[-0.2, -0.1, -0.2], [0.2, 0.1, 0.1], [-0.2, -0.2, 0.2], [0.1, 0.0, 0.1], [0.1, 0.0, -0.1], [-0.1, 0.0, -0.1], [0.2, 0.0, 0.1], [-0.1, 0.0, 0.1], [0.0, 0.0, 0.0], [0.1, -0.1, 0.0], [0.0, 0.1, 0.0], [0.0, 0.1, 0.0], [0.1, 0.3, -0.2], [-0.1, -0.1, 0.1]]
}

Record 7
{
  "formula": "C4H38NO16",
  "method": "wB97M-V/def2-TZVPD",
  "total_charge": 2,
  "multiplicity": 2,
  "e_homo_ev": [-16.27, -16.27],
  "lumo_ev": [-6.794, -12.461],
  "s2": 0.76,
  "relative_energy_kcal_mol": 27.70,
  "total_energy_ha": -1433.207520,
  "symbols": ["O", "O", "O", "O", "O", "O", "O", "O", "O", "O", "O", "O", "O", "O", "O", "O", "N", "C", "C", "C", "C", "H", "H", "H", "H", "H", "H", "H", "H", "H", "H", "H", "H", "H", "H", "H", "H", "H", "H", "H", "H", "H", "H", "H", "H", "H", "H", "H", "H", "H", "H", "H", "H", "H", "H", "H", "H", "H", "H"],
  "coordinates": [[0.407, -2.698, -1.603], [-1.760, -3.289, -0.154], [-1.086, 1.933, -3.385], [-2.305, 2.984, -0.182], [-2.855, 1.968, 2.216], [2.347, -1.386, -0.308], [4.110, -2.468, 1.378], [2.539, 2.663, -0.386], [0.892, -0.029, 4.025], [-0.871, -2.695, 2.322], [-3.366, -1.343, -0.977], [-1.712, -0.469, 3.547], [1.620, -1.886, 2.233], [0.104, 3.141, -1.361], [1.062, 1.498, -3.579], [3.009, 0.610, -1.950], [-1.373, 0.399, -1.087], [-0.141, 1.281, -3.042], [-0.073, 1.012, 0.967], [-0.210, 0.155, -2.010], [-1.022, -0.004, 0.326], [-1.661, 1.398, -1.143], [-2.224, -0.249, -1.401], [3.280, -2.381, 1.961], [1.748, -1.391, 1.365], [-0.671, -1.032, 0.341], [-2.425, 1.247, 2.609], [-2.000, -0.073, 0.913], [-0.439, 2.004, 0.918], [4.479, -3.322, 1.505], [-0.696, 3.263, -0.848], [0.920, 1.007, 0.515], [-1.568, -1.277, 3.056], [-3.778, 1.847, 2.587], [0.766, -3.456, -2.122], [3.088, -1.847, 0.038], [-2.298, -0.743, 4.254], [1.905, 1.093, -3.066], [-0.950, -3.155, -0.707], [1.600, 2.878, -0.704], [2.946, 1.373, -1.364], [-0.133, -0.033, 3.962], [-0.886, -3.516, 2.774], [-1.515, -3.096, 0.813], [3.118, 3.494, -0.425], [-2.824, -2.105, -0.667], [2.657, -0.655, -0.855], [-2.961, 3.570, -0.444], [-0.013, 3.698, -2.197], [3.926, 0.629, -2.322], [-4.059, -1.723, -1.546], [1.104, 0.017, 4.892], [0.758, 0.082, -1.444], [-0.326, -0.835, -2.532], [0.072, 0.790, 2.034], [1.519, -1.097, 2.910], [-2.457, 2.678, 0.730], [1.139, -2.348, -1.144], [0.055, -2.466, 2.255]],
  "forces_ev_per_angstrom": [[-1.3, -1.7, -2.2], [0.2, 0.7, 0.9], [-2.4, 0.6, -1.0], [2.4, -1.7, -0.2], [-2.8, 1.2, 0.0], [-2.3, 0.9, -0.8], [-1.9, 1.4, 0.4], [0.1, 1.4, -0.6], [-2.8, -0.1, -4.5], [-1.5, 0.7, -0.5], [-0.3, 0.4, -0.8], [-0.5, 1.2, 0.3], [-0.2, 2.7, 0.0], [0.6, 0.8, -2.5], [-1.3, -0.4, 0.9], [0.7, -0.6, -2.2], [-0.1, -1.3, -1.0], [6.0, -1.2, -0.2], [0.4, -1.3, 0.2], [-0.8, -0.7, 0.7], [-1.5, 0.7, 1.4], [-0.1, -0.5, 0.7], [0.5, 0.6, 0.8], [1.6, -0.5, -0.7], [-0.2, -0.8, 1.0], [0.3, 0.0, -0.5], [1.5, -1.9, 1.1], [1.2, 0.4, -1.1], [-0.5, 0.9, 0.0], [0.5, -1.1, 0.3], [-1.0, 0.4, 0.7], [0.0, -0.1, 0.1], [0.3, -1.1, -0.6], [1.3, 0.6, -0.8], [-0.5, 0.7, 0.5], [2.1, -1.2, 0.9], [-0.2, 0.1, 0.4], [-1.1, 0.0, 0.0], [-0.5, -0.3, 0.7], [1.6, 0.4, 0.6], [0.1, 1.5, 1.2], [1.9, -0.2, 0.4], [-0.2, -1.4, 0.8], [-0.2, -0.5, -1.7], [-1.5, -1.7, 0.1], [0.2, -0.7, 0.3], [0.5, 0.0, -0.1], [-2.1, 1.7, -0.5], [0.4, -0.7, 1.9], [-0.9, -0.2, 0.4], [0.3, 0.3, 0.3], [1.2, 0.2, 4.3], [-1.0, 0.5, -0.6], [0.0, 0.9, 0.2], [0.0, 0.0, -0.5], [0.1, -1.6, -0.7], [-0.5, 0.0, 0.5], [2.1, 0.9, 1.3], [1.7, 0.4, -0.1]]
}

Record 8
{
  "formula": "C4H9Cl",
  "method": "wB97M-V/def2-TZVPD",
  "multiplicity": 1,
  "e_homo_ev": -10.75,
  "lumo_ev": 0.910,
  "relative_energy_kcal_mol": 24.60,
  "total_energy_ha": -617.964884,
  "smiles": "CC(C)(C)Cl",
  "symbols": ["Cl", "C", "C", "C", "C", "H", "H", "H", "H", "H", "H", "H", "H", "H"],
  "coordinates": [[1.394, -0.257, -1.505], [-0.999, -0.840, -0.647], [0.638, -0.553, 1.185], [0.180, -0.010, -0.168], [-0.055, 1.429, -0.146], [1.001, 1.654, 0.010], [-0.607, -1.805, -0.791], [-1.155, -0.366, -1.638], [0.285, 0.007, 1.976], [0.686, -1.649, 1.111], [-1.943, -0.840, -0.036], [-0.818, 1.758, 0.669], [-0.338, 1.789, -1.184], [1.731, -0.317, 1.162]],
  "forces_ev_per_angstrom": [[0.5, -0.3, 0.3], [-0.9, 1.8, -0.9], [4.0, -0.6, -3.3], [-2.0, -2.4, 0.6], [-0.6, 1.7, -0.2], [-0.3, 1.9, 0.5], [-0.1, -1.5, -0.2], [-0.8, -0.8, 0.3], [-1.4, 0.4, 1.8], [-0.8, 0.4, 0.9], [1.1, 0.2, -0.4], [1.6, -0.4, -1.4], [0.1, -0.2, 1.4], [-0.5, 0.0, 0.5]]
}